Computed, not measured: a single C4H4S molecule in a non-equilibrium geometry, with ωB97M-V with the def2-TZVPD basis set.

The value obtained for the molecular weight is 84.14 g/mol. The strongest force on any atom comes out at 0.05846 Eh/bohr. The SMILES is CC#CC=S. Its frontier orbital gap is 7.98 eV. As for the HOMO energy: -8.71 eV. The LUMO energy is -0.7 eV. For the relative energy (zero: lowest compared OMol25 entry of this formula, charge and spin), the calculation gives 2.971 eV.

Positions of all 9 atoms, in Å:
C -0.36717 1.02348 1.44172
C -0.35166 0.18635 0.32013
C -0.19479 -0.50259 -0.62029
C 0.38541 -1.16860 -1.70070
S 2.01470 -1.50023 -1.96246
H 0.68744 1.07349 1.83281
H -0.99577 0.32426 1.94221
H -0.92712 1.89135 1.31140
H -0.25104 -1.32751 -2.56482


Computed, not measured: a single C6H8F3N3 molecule in a non-equilibrium geometry, with ωB97M-V with the def2-TZVPD basis set.

The value obtained for the molecular weight is 179.15 g/mol. The strongest force on any atom comes out at 0.06292 Eh/bohr. The SMILES is NC[C@H](n1cccn1)C(F)(F)F. Its frontier orbital gap is 10.35 eV. As for the HOMO energy: -9.42 eV. The LUMO energy is 0.9 eV. For the relative energy (zero: lowest compared OMol25 entry of this formula, charge and spin), the calculation gives 0.945 eV.

Positions of all 20 atoms, in Å:
N 1.81853 2.22304 -0.27256
C 1.02482 1.33702 0.60366
C 0.61356 0.19907 -0.28154
N -0.84724 -0.26853 -0.07886
C -1.51116 -0.94978 -1.00751
C -2.76841 -1.27896 -0.47506
C -2.70350 -0.69848 0.80098
N -1.51900 -0.10495 1.04089
C 1.55513 -1.01234 -0.09022
F 2.80821 -0.68249 -0.54633
F 1.70253 -1.29631 1.20639
F 1.19227 -2.18671 -0.65055
H 2.67973 1.76338 -0.43113
H 1.99640 3.04576 0.24412
H 1.34105 0.91960 1.64555
H 0.21220 2.01052 0.87810
H 0.59532 0.54568 -1.32159
H -0.99587 -1.00921 -2.01232
H -3.75063 -1.78997 -0.79799
H -3.44394 -0.76635 1.54597


Computed, not measured: a gas-phase ion, C4H9ClN (charge +1) in a non-equilibrium geometry, with ωB97M-V with the def2-TZVPD basis set.

The value obtained for the molecular weight is 106.58 g/mol. The strongest force on any atom comes out at 0.09017 Eh/bohr. The SMILES is ClCC[NH+]1CC1. Its frontier orbital gap is 12.01 eV. As for the HOMO energy: -15.03 eV. The LUMO energy is -3.0 eV. For the relative energy (zero: lowest compared OMol25 entry of this formula, charge and spin), the calculation gives 0.958 eV. Its total charge is +1.

Positions of all 15 atoms, in Å:
Cl -2.68896 0.57473 -0.00681
C -1.74654 -0.97625 -0.27486
C -0.30415 -0.91739 0.48715
N 0.24100 0.37978 0.31698
C 1.61180 0.83645 0.46559
C 0.94376 0.79117 -0.82639
H -2.39344 -1.83597 -0.09954
H -1.34399 -0.80421 -1.24446
H 0.28223 -1.79868 0.11829
H -0.46870 -1.06935 1.55838
H -0.34826 1.11253 0.70408
H 2.56591 0.17935 0.58066
H 1.81115 1.82688 0.94205
H 0.72382 1.74470 -1.25064
H 1.11437 -0.04374 -1.47046


Computed, not measured: a molecular structure, C23H35BaN4O8 in a non-equilibrium geometry, with ωB97M-V with the def2-TZVPD basis set.

The value obtained for the molecular weight is 632.88 g/mol. The strongest force on any atom comes out at 0.07002 Eh/bohr. Its frontier orbital gap is 9.37 eV. As for the HOMO energy: -11.44 eV. The LUMO energy is -2.1 eV. For the relative energy (zero: lowest compared OMol25 entry of this formula, charge and spin), the calculation gives 1.017 eV. Its total charge is +1.

Positions of all 71 atoms, in Å:
Ba 0.30909 0.13848 0.41755
C 0.81786 0.64079 -4.03591
C -0.60871 0.26679 -3.63358
O -0.64858 -0.61565 -2.52366
C -0.45992 -1.96728 -2.89364
C -0.54814 -2.83052 -1.64752
O 0.35679 -2.43648 -0.64062
C 1.71657 -2.78713 -0.86064
C 2.58313 -1.60190 -1.26441
O 2.68379 -0.73015 -0.15248
C 3.63383 0.32032 -0.26176
C 3.74990 0.95201 1.11945
O 2.50133 1.41459 1.60209
C 2.27511 2.81187 1.53387
C 2.05409 3.32507 0.12064
O 1.05995 2.52575 -0.48254
C 0.51647 3.03909 -1.68289
C 1.39234 2.66152 -2.87721
O 1.53989 1.25344 -2.98993
H 0.79060 1.28734 -4.92013
H 1.38466 -0.25469 -4.31246
H -1.12329 -0.18617 -4.48906
H -1.17773 1.15191 -3.33907
H 0.51057 -2.10267 -3.38913
H -1.23957 -2.27705 -3.60511
H -0.38191 -3.88227 -1.91165
H -1.53861 -2.73913 -1.19311
H 1.78221 -3.56916 -1.62286
H 2.10072 -3.19241 0.07972
H 2.16435 -1.06099 -2.11718
H 3.58485 -1.96223 -1.53259
H 3.30207 1.03567 -1.01995
H 4.60048 -0.09688 -0.56869
H 4.48088 1.76513 1.11009
H 4.09408 0.18686 1.82259
H 3.11378 3.34619 1.99500
H 1.37898 2.98223 2.12937
H 2.97969 3.28977 -0.47034
H 1.71202 4.36697 0.17029
H 0.39044 4.12483 -1.60150
H -0.47913 2.60353 -1.77480
H 2.39990 3.07854 -2.75996
H 0.97228 3.08190 -3.79734
O 0.54159 -1.39869 2.41925
C -0.11825 -2.64091 2.63235
C -1.33988 -2.50264 3.52550
C -2.30667 -1.38956 3.12550
C -2.98513 -1.54910 1.79779
C -4.12251 -2.34822 1.69120
C -4.81654 -2.39574 0.49793
C -4.35633 -1.62815 -0.56143
C -3.20289 -0.88509 -0.37483
N -2.51618 -0.85130 0.76258
H 0.58214 -0.90166 3.24504
H 0.60020 -3.35143 3.06258
H -0.39212 -2.98712 1.63360
H -1.01878 -2.31941 4.55322
H -1.85291 -3.46815 3.53940
H -1.80369 -0.42302 3.14117
H -3.08673 -1.34169 3.88914
H -4.46824 -2.89765 2.55327
H -5.70786 -2.99590 0.40374
H -4.87571 -1.59848 -1.50481
H -2.80091 -0.29514 -1.18684
O -0.57778 1.36916 1.98766
N -1.24046 1.87381 2.99760
C -1.55956 3.13636 2.92163
C -2.29748 3.71775 3.97677
N -2.89687 4.19002 4.83246
C -1.20854 3.94611 1.80955
N -0.89903 4.57798 0.90000